(1)
{
  "formula": "C2H7I2N2",
  "method": "the ωB97M-V functional and the def2-TZVPD basis",
  "de_lowest_ev": 0.096,
  "total_charge": 1,
  "lumo_ha": -0.179,
  "total_energy_ha": -785.01524,
  "gap_ev": 8.33,
  "elements": ["I", "C", "N", "H", "N", "H", "I", "H", "H", "H", "H", "C", "H"],
  "xyz": [[-2.00, -1.91, -1.15], [-0.62, 0.68, -0.18], [0.44, 0.17, -1.13], [1.22, -0.30, -0.70], [-0.47, -1.17, 1.55], [-1.40, 1.16, -0.78], [-3.05, 0.45, 1.74], [0.56, -1.10, 1.46], [-0.23, -0.55, -1.54], [0.67, 0.90, -1.86], [-0.82, -2.11, 1.84], [-1.30, -0.48, 0.67], [-0.19, 1.45, 0.52]],
  "mulliken_charge": [0.0628, -0.9519, -0.1013, 0.3362, -0.3905, 0.4576, 0.2282, 0.1894, 0.1439, 0.3824, 0.3069, -0.0922, 0.4286]
}



(2)
{
  "formula": "C6H14N2O2Sn",
  "method": "the ωB97M-V functional and the def2-TZVPD basis",
  "de_lowest_ev": 0.000,
  "total_charge": 2,
  "lumo_ha": -0.314,
  "total_energy_ha": -710.72585,
  "gap_ev": 9.48,
  "elements": ["C", "Sn", "C", "H", "O", "H", "H", "H", "H", "H", "C", "H", "H", "N", "H", "H", "C", "C", "C", "O", "N", "H", "H", "H", "H"],
  "xyz": [[-2.77, 4.90, -4.98], [-1.11, 7.09, -3.56], [-1.96, 10.62, -1.57], [-1.34, 6.27, -7.40], [-2.06, 5.46, -4.19], [-3.01, 10.32, -1.45], [-2.55, 10.42, -5.83], [-0.62, 4.58, -7.35], [-4.70, 4.91, -4.12], [-4.54, 3.96, -5.59], [-1.59, 10.15, -3.91], [-1.40, 9.75, -1.22], [-0.79, 10.30, -5.89], [-2.42, 4.84, -6.28], [-1.82, 12.00, -3.20], [-0.56, 5.67, -6.02], [-4.04, 4.22, -4.66], [-1.63, 10.70, -5.31], [-1.20, 5.35, -6.84], [-1.50, 8.96, -3.70], [-1.64, 11.05, -2.94], [-3.00, 4.32, -6.93], [-1.70, 11.45, -0.92], [-3.89, 3.26, -4.19], [-1.59, 11.78, -5.30]],
  "mulliken_charge": [0.9327, 1.0589, -0.8514, 0.3329, -0.6317, 0.3335, 0.3172, 0.3492, 0.3328, 0.3551, 0.9069, 0.2648, 0.3221, -0.1388, 0.2892, 0.1089, -1.0635, -1.0651, -0.7202, -0.5465, -0.1408, 0.2289, 0.3464, 0.3290, 0.3497]
}



(3)
{
  "formula": "C30H36BLaN11O2S",
  "method": "the ωB97M-V functional and the def2-TZVPD basis",
  "de_lowest_ev": 0.463,
  "total_charge": 2,
  "spin_multiplicity": 2,
  "lumo_ha": [-0.185, -0.259],
  "total_energy_ha": -2371.89544,
  "gap_ev": [8.48, 6.45],
  "elements": ["C", "H", "C", "C", "H", "H", "C", "H", "H", "H", "N", "N", "C", "C", "H", "C", "N", "H", "C", "N", "C", "C", "C", "C", "H", "H", "H", "H", "O", "H", "H", "H", "H", "H", "C", "B", "H", "C", "S", "H", "C", "C", "N", "H", "N", "H", "C", "La", "C", "C", "C", "C", "C", "H", "C", "H", "C", "N", "C", "H", "O", "N", "H", "C", "N", "H", "N", "H", "N", "H", "H", "H", "H", "H", "C", "C", "C", "C", "H", "H", "H", "H"],
  "xyz": [[-4.06, -0.89, -2.83], [2.50, 3.62, 1.84], [-6.18, -4.18, -1.41], [-3.61, 0.26, -3.46], [1.15, 3.43, 5.36], [4.01, -0.43, -1.24], [-2.74, -1.49, 2.59], [3.44, 3.71, 3.34], [-2.63, 3.19, 0.93], [-3.28, -5.24, -0.40], [-3.27, -2.05, 0.59], [-2.24, -0.25, -1.74], [2.44, 3.71, 2.92], [-0.50, 3.41, 0.63], [-0.43, 4.47, 0.39], [1.54, 1.38, 2.87], [0.91, 0.59, 3.78], [-2.11, -1.13, 3.38], [0.50, -3.52, 3.65], [0.38, -1.38, 2.57], [0.65, 1.32, 4.93], [0.42, -3.45, -0.96], [0.76, -0.83, 3.72], [1.06, -0.71, -2.77], [1.39, -1.05, 5.77], [-0.08, -3.15, 1.63], [2.65, 1.88, -1.49], [-4.55, -2.33, 3.57], [-0.52, 2.64, -0.57], [0.38, -4.59, 3.57], [0.14, 0.90, 5.77], [1.42, -3.29, -0.61], [-4.91, -1.52, -3.02], [0.36, 1.38, -2.76], [1.04, -1.55, 4.88], [-3.13, -2.43, -0.92], [-0.71, 4.44, -1.58], [-2.48, 0.61, -2.74], [2.08, 0.99, 1.30], [-5.78, -6.26, -0.68], [0.26, -2.72, 2.56], [-1.69, 3.12, 1.49], [-5.42, -3.12, -1.60], [1.12, -3.52, 5.72], [-4.17, -3.48, -1.22], [2.59, -2.33, -2.44], [-1.43, -4.16, -1.89], [-0.44, -0.14, 0.11], [1.06, 0.64, -2.43], [-0.08, -4.45, -1.78], [3.04, -0.33, -1.69], [-4.17, -4.77, -0.78], [-1.08, 3.42, -1.65], [-2.21, -4.67, -2.42], [-4.27, -2.46, 1.38], [0.45, -5.27, -2.23], [-5.44, -5.26, -0.91], [-0.55, -2.60, -0.60], [1.14, 2.56, 4.72], [0.29, -1.22, -3.33], [-1.53, 1.80, 2.02], [-2.32, -1.42, 1.32], [-1.80, 1.42, -2.92], [-2.43, 1.61, 3.12], [1.68, 2.58, 3.45], [-5.11, -2.98, 0.96], [-3.24, -1.17, -1.81], [-7.23, -4.13, -1.67], [-1.70, -3.07, -1.16], [0.41, 3.12, 1.16], [-2.07, 0.78, 3.71], [-4.04, 0.75, -4.31], [1.92, 4.63, 3.19], [-1.74, 3.84, 2.31], [0.90, -2.93, 4.84], [-3.97, -2.12, 2.68], [2.30, 0.90, -1.80], [2.31, -1.31, -2.29], [-3.44, 1.39, 2.77], [-0.74, 3.01, -2.59], [-2.44, 2.50, 3.75], [-2.17, 3.41, -1.62]],
  "mulliken_charge": [0.2175, 0.3128, -0.3406, -1.7609, 0.5176, 0.5151, -0.7411, 0.3227, 0.2946, 0.5135, -0.0434, 0.7536, -0.7894, -0.5137, 0.6766, -0.0496, 0.7271, 0.5526, -1.0284, 0.7959, -0.5064, -0.9610, -0.2896, -0.3696, 0.6461, 0.4667, 0.5591, 0.5088, 0.0119, 0.5189, 0.6189, 0.7520, 0.6219, 0.7702, -0.7995, 0.4533, 0.3615, -0.7105, -0.4232, 0.4618, -0.4202, -0.7660, -1.0958, 0.4653, 0.3019, 0.6635, -0.2603, 1.1266, -0.6235, -1.6601, -0.5289, -0.2514, -1.0821, 0.7853, -0.0436, 0.5086, -0.9472, 0.9876, -0.9063, 0.4434, 0.2231, 1.3035, 0.5677, -1.0932, 0.2543, 0.4550, -0.1380, 0.4839, 0.5100, -0.2907, 0.2230, 0.4911, 0.3685, 0.6091, -0.8311, -1.9100, -0.7188, -0.4676, 0.2895, 0.4964, 0.4892, 0.3643]
}



(4)
{
  "formula": "C56H57N8O5P3S2Ta",
  "method": "the ωB97M-V functional and the def2-TZVPD basis",
  "de_lowest_ev": 4.323,
  "total_charge": 3,
  "lumo_ha": -0.334,
  "total_energy_ha": -4858.91792,
  "gap_ev": 5.16,
  "elements": ["N", "N", "H", "H", "C", "C", "H", "H", "C", "H", "C", "C", "H", "C", "C", "O", "C", "H", "H", "C", "N", "C", "C", "H", "P", "S", "H", "H", "C", "N", "H", "H", "C", "C", "C", "H", "O", "C", "C", "C", "C", "C", "H", "N", "H", "H", "H", "Ta", "C", "H", "H", "C", "C", "H", "P", "H", "H", "H", "C", "C", "C", "N", "H", "N", "O", "H", "C", "C", "H", "C", "N", "H", "H", "C", "C", "C", "H", "H", "H", "C", "H", "H", "H", "C", "H", "C", "H", "H", "H", "H", "C", "H", "H", "C", "H", "C", "C", "C", "H", "H", "H", "H", "C", "P", "H", "C", "C", "C", "O", "C", "C", "C", "H", "H", "H", "H", "H", "C", "C", "H", "H", "C", "C", "C", "C", "S", "C", "C", "H", "O", "C", "H"],
  "xyz": [[-1.90, 3.40, 3.17], [-0.82, -1.70, -0.68], [-3.83, -1.15, 5.04], [-0.16, 4.54, -3.62], [0.02, 2.18, -4.77], [0.49, -0.21, -4.26], [-2.15, -4.17, -5.59], [-1.82, 0.89, 4.40], [-0.67, -5.35, 2.30], [-2.49, 3.00, 5.15], [-0.89, -5.48, -4.45], [0.19, -3.28, 1.43], [-2.77, -1.55, -2.59], [5.61, 2.71, -1.58], [0.56, -5.96, 2.05], [1.36, 7.88, -2.88], [1.66, 4.78, -0.26], [5.78, 1.81, -5.46], [2.16, 4.86, 0.70], [5.45, 2.85, -0.20], [2.48, 0.72, 2.70], [0.40, -4.45, -2.71], [4.68, 1.97, -2.29], [1.13, -4.53, -1.91], [0.41, -1.85, -1.98], [4.86, -2.35, 1.82], [6.68, 2.09, -4.01], [3.90, 0.27, 6.25], [2.74, 1.53, 4.94], [5.79, 1.94, -4.46], [0.15, -1.69, 3.65], [-3.07, 0.93, 5.59], [-1.08, -3.11, -4.07], [2.25, 1.64, 3.66], [-3.13, -0.77, 4.30], [-1.80, -3.46, -1.36], [0.25, 6.67, -4.29], [1.09, 3.52, -0.56], [-0.78, 2.53, 3.04], [1.42, -3.90, 1.17], [0.92, 5.71, -2.31], [1.60, 5.85, -1.10], [0.46, -6.54, -3.16], [-3.18, 2.43, 1.42], [0.78, -1.11, -4.79], [-0.38, 2.23, 4.00], [-3.12, -1.26, 0.91], [1.54, 0.63, 0.63], [-3.60, -1.11, 2.92], [-1.51, -2.16, -4.34], [2.06, 6.80, -0.85], [0.03, -5.58, -3.41], [-0.15, 0.82, -2.03], [-1.47, -1.76, 5.47], [-0.82, 0.98, 1.84], [-3.33, 4.41, 2.06], [-1.18, -6.36, -5.00], [2.55, -5.71, 1.29], [-0.21, 2.24, -2.47], [-3.14, -1.80, -1.59], [0.40, 3.36, -1.85], [3.45, 1.54, -0.28], [-1.72, 1.47, -3.74], [-3.62, 1.82, 3.83], [0.77, 0.64, -1.01], [-0.01, 3.07, 2.47], [-1.29, -0.84, 2.13], [1.60, -5.24, 1.49], [6.15, 3.42, 0.39], [-0.16, -3.21, -3.02], [0.83, 6.86, -3.24], [-5.14, -2.08, -2.33], [0.70, -7.01, 2.29], [-2.94, 3.06, 4.16], [-2.22, 1.60, 0.73], [3.78, -0.53, 4.27], [5.30, -3.25, -0.38], [2.23, -3.34, 0.72], [-7.20, -3.94, 0.37], [3.04, -0.97, 0.61], [-2.69, 0.75, 0.26], [1.67, 2.51, 3.36], [-4.21, -3.58, -2.20], [-4.09, 1.88, 2.45], [0.28, 3.07, -5.32], [3.60, -1.18, 1.84], [3.41, -1.79, -1.42], [-1.81, -3.56, 2.20], [-3.64, 3.89, 4.15], [4.19, 2.36, 1.47], [-2.89, 0.75, 4.53], [-6.46, -4.64, -1.07], [6.44, 3.20, -2.06], [3.51, 0.40, 5.25], [-1.16, 0.64, -1.61], [0.67, 1.04, -5.00], [4.64, 1.77, -3.79], [3.28, -0.34, 2.99], [2.89, 0.82, -2.15], [-4.65, -1.31, 2.75], [-4.92, 2.59, 2.46], [-7.27, -3.06, -1.16], [-1.05, 2.32, -3.70], [-0.10, -1.59, 0.86], [4.40, -1.39, 4.48], [3.62, 1.40, -1.60], [-6.67, -3.71, -0.54], [-1.75, -1.37, 4.50], [1.16, 2.66, 0.43], [-2.56, 3.65, 1.90], [-1.44, -4.25, -4.78], [-0.85, -4.02, 1.99], [-1.62, 3.24, -3.80], [-1.76, 2.22, -0.05], [-3.37, -0.85, -1.10], [-1.85, 4.03, 1.17], [-2.40, -2.86, 0.15], [0.10, -0.33, -2.99], [4.36, 2.26, 0.41], [-1.48, -5.92, 2.73], [-4.48, 0.93, 2.11], [4.67, -2.55, 0.14], [3.68, -1.77, -0.38], [-2.75, -1.11, 1.91], [-2.05, -2.54, -0.83], [-5.13, -2.90, -0.07], [-4.42, -2.62, -1.72], [0.33, 4.55, -2.66], [1.39, 1.01, -5.80], [3.59, 1.45, -4.31], [-0.86, -1.33, 3.51], [2.55, 2.30, 5.67]],
  "mulliken_charge": [0.5280, 0.1396, 0.8560, 0.9656, -0.6110, -0.1951, 0.4740, 0.0762, -0.9777, 0.4107, -0.6133, 1.5975, 0.4115, -0.2430, -0.8646, -0.5954, -0.6399, 0.2724, 0.5855, -1.4849, 0.3509, -0.2492, -0.1355, 0.3137, 0.7656, -0.2311, 0.1612, 0.5015, -1.0704, -0.3642, 0.4193, 0.5353, -0.3809, -0.6677, 0.0701, 0.7832, -0.6048, 0.2339, -1.8801, -0.4104, -1.5073, -0.6187, 0.4803, 0.4678, 0.5007, 0.7894, -0.9665, 1.3918, -1.6028, 0.2334, 0.5739, -0.7054, 0.1468, 0.5359, 2.1565, 0.3782, 0.4391, 0.5404, 0.6772, -0.7920, 0.8623, 0.2517, 0.3009, 0.4340, -0.0308, 0.1493, 1.7754, -1.1266, 0.5382, 0.6653, 1.0559, 0.6419, 0.4497, -1.1497, -1.6063, -0.9363, 0.5518, 0.4896, 0.4103, 0.4295, 0.0937, 0.7402, 0.4169, -1.3343, 0.4429, 0.8410, 0.3878, 0.3863, 0.3496, 0.5112, -0.5917, 0.3054, 0.4875, -0.9225, -0.2104, -0.5781, 0.2267, 0.9345, 0.1383, 0.2888, 0.2885, 0.3105, -1.4755, -0.7918, 0.6098, 0.4181, -1.0214, -1.5412, 0.2952, -1.2096, -0.9347, -0.3493, 0.7459, 0.4858, 0.0105, 0.3359, 0.5821, 0.1389, -0.3991, 0.5302, 0.6080, -0.4507, -1.1011, 0.5739, -0.1874, 0.1805, -1.4588, -0.7145, 0.4858, -0.4965, -0.4509, 0.5612]
}